C19H27AuBrFNSb | ωB97M-V/def2-TZVPD

The calculation puts the electronic energy at -104605.118 eV. The relative energy (zero: lowest compared OMol25 entry of this formula, charge and spin) is 3.90 kcal per mole. The LUMO energy comes out at -8.25 eV. Its charge is +2. The molar mass is 687.06 g/mol. The HOMO energy is -14.72 eV. The value obtained for the HOMO-LUMO gap is 6.476 eV.

CARTESIAN COORDINATES (ANGSTROEM)
Au1 -1.16341 0.29407 0.43004
Sb1 -0.49200 2.87781 -0.22992
Br1 2.21113 0.16162 0.29243
F1 -2.56175 -5.11693 0.97981
N1 0.15675 0.09069 2.14832
C1 -0.30032 -0.45166 5.84930
C2 1.47280 -0.07105 2.01334
C3 0.11166 3.92710 -3.01626
C4 1.85713 4.62850 0.70991
C5 -1.90596 -3.65073 -0.70560
C6 -2.57076 0.02680 -1.01849
C7 0.33828 4.64757 0.63467
C8 -2.56589 -3.89084 0.50628
C9 2.29866 -0.39243 3.07173
C10 -2.53999 3.40358 -0.58882
C11 -3.22562 -1.62568 0.71912
C12 -1.89147 -2.37551 -1.19666
C13 -0.37798 -0.03853 3.37646
C14 -3.22445 -2.90492 1.22807
C15 -2.55961 -1.32401 -0.50502
C16 1.72890 -0.53371 4.32544
C17 -2.78553 4.90407 -0.72725
C18 0.36198 -0.33875 4.50740
C19 0.35627 2.67746 -2.17472
H1 -3.72957 -3.16547 2.14747
H2 1.41910 2.48298 -2.03242
H3 2.31524 4.47354 -0.26745
H4 0.43417 -0.61205 6.63485
H5 -1.00110 -1.28699 5.86866
H6 -0.10052 1.78815 -2.60844
H7 -0.13077 4.77743 1.60842
H8 -3.75787 -0.83550 1.23642
H9 -2.20943 5.34519 -1.54067
H10 3.35750 -0.53279 2.91194
H11 -1.39183 -2.15675 -2.13195
H12 2.21088 5.58964 1.08421
H13 -2.55186 5.43877 0.19327
H14 0.54678 4.82008 -2.56535
H15 2.22162 3.85828 1.38892
H16 2.35399 -0.79861 5.16894
H17 -3.10632 2.98555 0.24299
H18 -2.20121 0.18220 -2.02718
H19 -3.43259 0.64781 -0.79250
H20 -1.43800 -4.47603 -1.22431
H21 -1.44928 0.10881 3.44342
H22 0.57974 3.80497 -3.99368
H23 -0.04861 5.41023 -0.04374
H24 -3.83829 5.08706 -0.94467
H25 -0.95002 4.10382 -3.18827
H26 -2.80812 2.86262 -1.49806
H27 -0.85789 0.45443 6.08611

Atomic partial charges in e from the Löwdin method, atoms 1 to 2: 0.8769, 1.4692